Computed, not measured: a molecular structure, FH4N2OP in a non-equilibrium geometry, with ωB97M-V/def2-TZVPD.

Last column: Mulliken charge in e.
Geometry (Å):
N (-0.286, 0.244, 1.461)  -0.151
N (0.656, 0.801, -1.566)  -0.470
O (-0.296, -0.999, 2.178)  -0.413
F (-0.235, 2.506, -0.177)  -0.275
P (1.001, 1.503, -0.090)  0.219
H (-0.549, 0.916, 2.192)  0.238
H (-0.404, -1.813, 1.596)  0.344
H (-0.391, 1.001, -1.939)  0.273
H (0.906, -0.077, -1.927)  0.234

Computed properties:
M = 98.017 g/mol
Multiplicity = 3
Energy above the lowest of the compared OMol25 structures with the same formula, charge and spin = 1.224 eV
Orbital gap (alpha / beta) = 6.1 / 9.3 eV
Calculated total energy = -628.2132 hartree
Maximum force = 0.0953 hartree/bohr
HOMO energy (alpha / beta) = -5.4 / -10.1 eV